# 1
{"formula": "C37H50ClN5ORuS5Sb2", "method": "ωB97M-V/def2-TZVPD", "e_lumo_ev": [-2.416, -3.629], "homo_energy_ev": [-10.10, -10.09], "s2": 0.76, "multiplicity": 2, "total_charge": 1, "max_force_ev_per_a": 0.4, "gap_ev": [7.68, 6.46], "symbols": ["Ru", "S", "C", "S", "S", "C", "C", "N", "C", "C", "S", "C", "C", "S", "C", "N", "C", "H", "H", "H", "H", "H", "H", "H", "H", "C", "Sb", "C", "C", "C", "C", "C", "C", "C", "C", "C", "Sb", "C", "C", "H", "H", "H", "H", "H", "H", "H", "H", "H", "H", "H", "H", "H", "H", "H", "H", "H", "H", "H", "H", "C", "C", "C", "C", "C", "O", "C", "C", "C", "C", "C", "C", "Cl", "C", "C", "C", "N", "C", "N", "C", "N", "H", "H", "H", "H", "H", "H", "H", "H", "H", "H", "H", "H", "H", "H", "H", "H", "H", "H", "H", "H", "H", "H"], "coordinates": [[-0.117, -0.797, -0.036], [-1.894, -4.678, -1.714], [-1.263, -3.343, -1.068], [-1.928, -2.343, 0.184], [0.311, -2.657, -1.440], [-3.563, -0.020, -1.385], [-2.323, 0.110, -2.202], [-1.097, 0.065, -1.752], [-0.167, 0.296, -2.750], [-0.699, 0.466, -3.982], [-2.401, 0.370, -3.896], [1.230, 0.424, -2.351], [2.265, 0.839, -3.117], [3.676, 0.979, -2.169], [2.810, 0.483, -0.779], [1.556, 0.198, -1.020], [3.451, 0.508, 0.565], [-3.325, 0.138, -0.334], [-3.991, -1.018, -1.473], [-4.304, 0.711, -1.711], [-0.185, 0.645, -4.911], [2.266, 1.078, -4.167], [4.471, 0.130, 0.531], [2.871, -0.073, 1.273], [3.491, 1.534, 0.937], [-2.385, 1.734, 2.576], [-1.085, 0.056, 2.315], [-2.270, -1.336, 3.394], [0.379, 0.532, 3.826], [0.478, -0.615, 4.792], [-0.305, -0.588, 5.944], [-0.335, -1.655, 6.828], [0.436, -2.777, 6.566], [1.240, -2.803, 5.438], [1.282, -1.735, 4.544], [2.208, -1.804, 3.368], [1.338, -2.341, 1.459], [3.179, -2.920, 0.559], [0.476, -4.204, 1.949], [-2.716, 1.722, 3.614], [-3.260, 1.660, 1.930], [-1.852, 2.662, 2.380], [-2.621, -0.868, 4.312], [-1.681, -2.216, 3.650], [-3.114, -1.641, 2.779], [0.050, 1.440, 4.330], [1.314, 0.752, 3.310], [-0.907, 0.292, 6.149], [-0.954, -1.608, 7.714], [0.427, -3.620, 7.244], [1.869, -3.667, 5.252], [2.952, -2.587, 3.529], [2.760, -0.872, 3.234], [3.368, -3.963, 0.812], [3.991, -2.313, 0.956], [3.124, -2.826, -0.522], [1.221, -4.810, 2.464], [0.160, -4.698, 1.031], [-0.388, -4.056, 2.591], [-0.743, 4.045, -3.247], [-2.067, 4.828, -3.158], [-2.224, 5.586, -4.487], [-3.221, 3.830, -3.056], [-2.044, 5.836, -1.957], [-0.824, 6.576, -1.997], [-3.232, 6.858, -1.954], [-4.398, 6.741, -0.952], [-5.359, 5.605, -1.191], [-6.163, 5.591, -2.329], [-6.996, 4.521, -2.610], [-7.034, 3.444, -1.736], [-8.043, 2.080, -2.093], [-6.285, 3.453, -0.572], [-5.459, 4.537, -0.307], [-2.041, 5.184, -0.574], [-1.060, 4.149, -0.301], [-1.304, 2.850, -0.113], [-0.187, 2.202, 0.155], [0.738, 3.202, 0.129], [0.253, 4.392, -0.136], [-0.680, 3.568, -4.228], [-0.678, 3.245, -2.510], [0.120, 4.698, -3.124], [-2.085, 4.888, -5.314], [-1.477, 6.373, -4.619], [-3.212, 6.027, -4.610], [-3.202, 3.170, -3.926], [-4.193, 4.320, -3.035], [-3.139, 3.195, -2.168], [-0.807, 7.115, -2.794], [-3.655, 6.930, -2.955], [-2.761, 7.822, -1.755], [-4.948, 7.684, -1.022], [-4.030, 6.700, 0.075], [-6.133, 6.429, -3.017], [-7.614, 4.514, -3.497], [-6.360, 2.626, 0.121], [-4.892, 4.552, 0.619], [-3.008, 4.722, -0.393], [-1.888, 5.973, 0.161], [-2.291, 2.420, -0.196], [1.790, 3.054, 0.311]], "mulliken_spin": [0.778, 0.008, -0.007, -0.012, 0.063, 0.005, 0.012, -0.036, 0.040, -0.002, 0.002, -0.010, -0.004, 0.005, 0.019, -0.015, -0.007, -0.003, 0.002, 0.001, 0.001, 0.000, 0.000, 0.002, 0.002, 0.034, 0.094, -0.004, -0.001, 0.004, 0.001, -0.001, 0.002, -0.002, 0.005, -0.006, -0.009, -0.003, -0.004, 0.005, -0.003, -0.002, 0.000, 0.000, 0.000, 0.001, -0.001, 0.000, 0.000, 0.000, 0.000, -0.001, 0.000, -0.001, 0.000, 0.000, 0.000, 0.000, 0.000, 0.001, 0.000, 0.000, 0.001, 0.001, 0.000, 0.000, 0.000, 0.000, 0.000, 0.000, 0.000, 0.000, 0.000, 0.000, -0.001, -0.004, 0.013, 0.035, 0.004, 0.007, 0.000, -0.001, 0.000, 0.000, 0.000, 0.000, 0.000, 0.000, 0.000, 0.000, 0.000, 0.000, 0.000, 0.000, 0.000, 0.000, 0.000, 0.000, 0.001, -0.001, -0.009, 0.000]}

---

# 2
{"formula": "C31H33ClF5MgN4O2S3", "method": "ωB97M-V/def2-TZVPD", "e_lumo_ev": -2.447, "homo_energy_ev": -10.30, "total_charge": 1, "max_force_ev_per_a": 0.5, "gap_ev": 7.85, "symbols": ["Mg", "F", "C", "C", "F", "C", "F", "C", "S", "C", "F", "C", "F", "S", "C", "N", "C", "C", "C", "C", "C", "C", "H", "H", "H", "H", "H", "C", "S", "C", "O", "H", "H", "H", "H", "H", "H", "C", "C", "C", "C", "C", "O", "C", "C", "C", "C", "C", "C", "Cl", "C", "C", "C", "N", "C", "N", "C", "N", "H", "H", "H", "H", "H", "H", "H", "H", "H", "H", "H", "H", "H", "H", "H", "H", "H", "H", "H", "H", "H", "H"], "coordinates": [[-1.869, -1.520, -0.188], [-6.860, -4.502, -3.005], [-6.201, -3.557, -2.350], [-4.845, -3.392, -2.545], [-4.178, -4.192, -3.379], [-4.186, -2.397, -1.857], [-2.833, -2.279, -2.061], [-4.795, -1.546, -0.947], [-3.925, -0.312, -0.073], [-6.162, -1.756, -0.762], [-6.825, -1.009, 0.114], [-6.858, -2.731, -1.451], [-8.159, -2.894, -1.247], [-2.269, -6.040, 0.333], [-1.755, -4.461, -0.066], [-2.424, -3.474, 0.454], [-3.448, -3.958, 1.279], [-4.359, -3.205, 2.024], [-5.316, -3.867, 2.762], [-5.379, -5.266, 2.790], [-4.475, -6.027, 2.082], [-3.512, -5.360, 1.329], [-0.925, -4.312, -0.747], [-4.313, -2.125, 2.019], [-6.036, -3.289, 3.327], [-6.142, -5.758, 3.379], [-4.513, -7.109, 2.108], [1.050, -0.633, 3.026], [1.026, -1.068, 1.293], [2.064, -2.526, 1.368], [-0.374, -1.608, 1.053], [0.351, 0.193, 3.156], [2.055, -0.295, 3.284], [0.752, -1.494, 3.621], [3.096, -2.214, 1.541], [1.992, -3.021, 0.401], [1.716, -3.183, 2.165], [3.345, 1.452, -0.120], [3.726, 1.706, -1.582], [5.216, 2.088, -1.603], [3.594, 0.389, -2.371], [2.876, 2.827, -2.273], [3.437, 3.050, -3.582], [2.881, 4.233, -1.598], [1.918, 4.704, -0.491], [2.261, 4.379, 0.947], [1.291, 3.880, 1.812], [1.593, 3.552, 3.126], [2.884, 3.739, 3.593], [3.285, 3.277, 5.218], [3.851, 4.303, 2.777], [3.530, 4.623, 1.466], [1.459, 2.385, -2.749], [0.571, 1.589, -1.907], [0.138, 0.347, -2.125], [-0.790, 0.022, -1.239], [-0.877, 1.155, -0.469], [-0.067, 2.110, -0.845], [3.749, 0.479, 0.178], [2.268, 1.453, 0.052], [3.784, 2.201, 0.537], [5.777, 1.345, -1.033], [5.405, 3.057, -1.139], [5.625, 2.089, -2.615], [4.416, -0.276, -2.099], [3.651, 0.564, -3.446], [2.663, -0.132, -2.137], [4.263, 3.537, -3.492], [2.687, 4.892, -2.446], [3.903, 4.447, -1.279], [0.901, 4.378, -0.701], [1.913, 5.796, -0.569], [0.279, 3.745, 1.453], [0.830, 3.162, 3.788], [4.846, 4.485, 3.162], [4.296, 5.067, 0.839], [1.630, 1.801, -3.648], [0.916, 3.284, -3.038], [0.466, -0.271, -2.946], [-1.552, 1.272, 0.365]], "mulliken_charge": [1.054, -0.302, 0.731, -0.134, -0.331, 0.083, -0.461, 0.457, -0.574, 0.187, -0.382, 0.312, -0.287, -0.203, -0.299, 0.494, -0.461, -0.536, -0.785, -0.538, -0.487, 0.939, 0.380, 0.446, 0.429, 0.411, 0.418, -1.329, 1.059, -1.302, -0.439, 0.324, 0.474, 0.477, 0.423, 0.367, 0.441, -1.285, 2.682, -2.035, -1.801, 1.331, -0.656, -1.588, -1.074, 0.259, -0.142, -0.835, 0.245, -0.224, -0.724, -0.139, -2.216, 0.687, 0.002, -0.429, -0.864, -0.295, 0.585, -0.161, 0.130, 0.499, 0.377, 0.534, 0.517, 0.400, 0.090, 0.508, 0.375, 0.579, 0.357, 0.517, 0.441, 0.525, 0.457, 0.401, 0.408, 0.447, 0.603, 0.459]}

---

The energy relative to the best compared isomer or geometry (same formula, charge and spin) results, record by record, are as follows: 0.0 12.2 kcal per mole.